C7H15NO | ωB97M-V/def2-TZVPD

```
! RIJCOSX wB97M-V def2-TZVPD def2/J DEFGRID3
* xyz 0 1
H -1.0237 -1.4682 2.1682
N -0.5932 -0.6482 1.7489
C -0.4057 -0.7428 0.4969
C -0.6813 -1.9789 -0.3161
C -0.4718 0.7034 -0.3771
C -1.2382 0.5433 -1.6833
C -1.0851 1.7922 0.4921
C 0.9985 0.8953 -0.5529
O 1.5956 -0.5001 -0.1007
C 2.4333 -0.5160 1.0424
H -0.5189 -2.8645 0.3018
H -1.7049 -1.9859 -0.6833
H -0.0090 -2.0248 -1.1693
H -0.7424 -0.1482 -2.3603
H -1.3143 1.5071 -2.1900
H -2.2534 0.1887 -1.4939
H -0.5783 1.8574 1.4536
H -2.1304 1.5574 0.6914
H -1.0175 2.7604 -0.0028
H 1.4535 1.6099 0.1341
H 1.3142 1.0461 -1.5894
H 3.1168 0.3400 1.0484
H 3.0314 -1.4317 0.9935
H 1.8248 -0.4920 1.9477
*
```

Kohn-Sham gap   9.68 eV
Relative energy (zero: lowest compared OMol25 entry of this formula, charge and spin)   64.2 kcal/mol
Calculated total energy   -11037.8887 eV
Maximum force   3.4 eV Å⁻¹
SMILES   [H]/N=C(\C)C(C)(C)COC

CH4NO2 | ωB97M-V/def2-TZVPD

```
! RIJCOSX wB97M-V def2-TZVPD def2/J DEFGRID3
* xyz 1 1
C 0.8217 0.5244 0.0950
N -0.2007 -0.4252 -0.0199
O -2.5581 -1.0505 -0.2206
O -1.3570 -0.0033 -0.1369
H 1.6752 0.1373 0.6585
H 1.2060 0.8102 -0.9024
H 0.4322 1.4549 0.5306
H -0.0192 -1.4478 -0.0044
*
```

Kohn-Sham gap (spin up / spin down)   11.51 / 8.14 eV
Relative energy (zero: lowest compared OMol25 entry of this formula, charge and spin)   201.5 kcal/mol
Calculated total energy   -6671.1554 eV
Maximum force   6.6 eV Å⁻¹

C22H35BrO2P2Pb | ωB97M-V/def2-TZVPD

```
! RIJCOSX wB97M-V def2-TZVPD def2/J DEFGRID3
* xyz 2 1
P -3.2150 -1.6036 -2.5702
P -0.5535 -3.1171 -2.5959
C -3.0205 -2.8823 -3.9108
C -1.9386 -3.8971 -3.5665
H -2.7815 -2.3383 -4.8316
H -3.9974 -3.3624 -4.0450
H -2.3362 -4.7132 -2.9513
H -1.4980 -4.3395 -4.4682
C 0.4670 -2.6206 -4.0499
H 1.4746 -2.3434 -3.7091
H 0.0138 -1.7596 -4.5623
H 0.5293 -3.4736 -4.7438
C 0.3252 -4.6423 -2.1146
H 0.5456 -5.2537 -2.9992
H -0.3008 -5.2130 -1.4187
H 1.2587 -4.3724 -1.6085
C -4.3493 -0.4606 -3.4188
H -4.6598 0.3176 -2.7118
H -5.2282 -1.0066 -3.7885
H -3.8220 0.0094 -4.2577
C -4.4363 -2.5688 -1.5847
H -3.9516 -3.4168 -1.0815
H -5.2116 -2.9445 -2.2699
H -4.8963 -1.9223 -0.8263
Pb 0.9072 3.7612 1.4994
C 0.7594 -0.9335 0.5354
C 1.0028 -0.2310 -0.5734
C 0.1681 0.0271 -1.7791
C -0.8179 1.2195 -1.6717
C -1.7455 1.2392 -0.5002
C -2.0975 0.2466 0.3280
C -1.7559 -1.1970 0.2264
C -0.4778 -1.6558 0.9616
C -0.4826 3.6186 3.2591
H 1.5744 -1.0026 1.2668
H 1.9806 0.2658 -0.6401
H -0.3874 -0.8739 -2.1041
H 0.8522 0.2717 -2.6148
H -0.2176 2.1508 -1.6523
H -1.3937 1.2808 -2.6164
H -2.1261 2.2479 -0.2743
H -2.6998 0.5109 1.2052
H -1.6720 -1.4970 -0.8334
H -2.5984 -1.7663 0.6492
H -0.6101 -1.4995 2.0463
H -0.3663 -2.7490 0.8208
H -0.0713 3.0786 4.1255
H -1.3426 3.0496 2.8507
H -0.8019 4.6482 3.5363
Br 3.8841 0.9492 5.3542
C 4.6334 2.6551 5.1367
C 5.5006 3.1704 6.1173
C 6.0408 4.4596 6.0156
C 5.6792 5.2465 4.9167
C 4.8181 4.7582 3.9470
C 4.2668 3.4719 4.0327
C 3.0695 3.2690 3.1680
O 2.6292 4.4355 2.7321
O 2.4626 2.1939 2.8805
H 5.7420 2.5657 6.9894
H 6.7417 4.8364 6.7604
H 6.0302 6.2696 4.8309
H 4.5041 5.4324 3.1521
*
```

Kohn-Sham gap (spin up / spin down)   4.49 / 3.48 eV
Relative energy (zero: lowest compared OMol25 entry of this formula, charge and spin)   0.0 kcal/mol
Calculated total energy   -121325.5774 eV
Maximum force   3.1 eV Å⁻¹